A:
The ion C13H21N2 with charge +1, computed with ωB97M-V with the def2-TZVPD basis set.

Geometry as XYZ:
```
36
Properties=species:S:1:pos:R:3
C 0.065 -0.756 0.032
C -1.122 -1.380 -0.045
C -1.525 0.790 -0.122
C 1.461 -1.155 0.203
C 2.488 -0.374 0.032
C 0.673 1.729 -0.061
C -1.496 -2.791 -0.148
C -2.274 2.066 -0.001
C 1.688 -2.542 0.733
C 3.883 -0.412 0.014
C 0.812 2.429 1.275
C 1.018 2.259 -1.406
C -3.512 -0.718 -0.414
N -0.253 0.636 -0.009
N -2.065 -0.435 -0.342
H -1.832 -3.101 0.855
H -2.473 -2.890 -0.747
H -0.593 -3.287 -0.506
H -2.485 2.268 0.991
H -1.687 2.906 -0.438
H -3.156 2.057 -0.607
H 0.802 -2.684 1.405
H 2.625 -2.596 1.167
H 1.782 -3.428 0.122
H 4.187 -1.436 -0.397
H 4.332 -0.400 1.008
H 4.516 0.315 -0.659
H 1.732 3.044 1.334
H 0.892 1.731 2.046
H -0.059 3.057 1.299
H 1.191 1.562 -2.169
H 1.799 2.941 -1.261
H 0.247 2.932 -1.865
H -3.830 -0.680 0.568
H -4.139 0.029 -0.954
H -3.694 -1.684 -0.935
```

For the LUMO energy (alpha / beta), the calculation gives -2.88 / -2.84 eV. For the frontier orbital gap (alpha / beta), the calculation gives 8.43 / 8.53 eV. The net charge is +1.

B:
The ion C13H21N2 with charge +1, computed with ωB97M-V with the def2-TZVPD basis set.

Geometry as XYZ:
```
36
Properties=species:S:1:pos:R:3
C 0.496 2.184 1.396
C -0.007 1.702 0.067
C -0.589 2.895 -0.690
N 1.141 1.175 -0.672
C -1.113 0.693 0.281
C -2.081 1.093 1.406
C -1.526 0.013 -0.992
C -0.865 -0.809 0.010
C -1.662 -1.879 0.710
N 0.483 -1.445 -0.377
C 1.589 -1.072 0.222
C 2.818 -1.744 0.201
C 2.881 -2.841 -0.717
C 1.736 -3.119 -1.500
C 0.540 -2.480 -1.257
H 1.450 2.663 1.194
H 0.622 1.523 2.199
H -0.174 2.925 1.886
H -1.543 3.057 -0.223
H -0.115 3.876 -0.493
H -0.779 2.697 -1.699
H 1.832 1.947 -0.855
H 0.847 1.014 -1.613
H -2.505 2.033 1.059
H -1.489 1.215 2.277
H -2.888 0.461 1.672
H -2.575 -0.162 -1.119
H -0.997 0.253 -1.813
H -2.815 -1.739 0.449
H -1.666 -1.787 1.717
H -1.178 -2.773 0.481
H 1.412 -0.317 1.068
H 3.602 -1.219 0.668
H 3.769 -3.500 -0.823
H 1.694 -3.936 -2.171
H -0.346 -2.599 -1.950
```

For the LUMO energy, the calculation gives -3.85 eV. As for the structure (SMILES): CC(C)(N)[C@@]1(C)C[C@@]1(C)[n+]1ccccc1. For the frontier orbital gap, the calculation gives 8.79 eV. The net charge is +1.

Least stable of them? A.

A:
A structure of composition C5H6N2OS2, computed with ωB97M-V with the def2-TZVPD basis set.

Geometry as XYZ:
```
16
Properties=species:S:1:pos:R:3
C -2.422 0.763 0.113
C -1.530 -1.427 -0.447
C -1.263 -0.096 -0.005
C -0.041 0.524 0.192
C 2.699 1.075 0.092
N -3.190 1.597 0.249
N -0.766 -2.509 -0.264
O 0.199 1.778 0.670
S 0.664 -2.601 0.586
S 1.455 -0.175 -0.378
H -2.442 -1.519 -0.968
H 3.541 0.836 -0.503
H 2.817 0.884 1.140
H 2.125 1.942 -0.309
H -1.186 -3.299 -0.895
H -0.659 2.228 0.728
```

For the LUMO energy (alpha / beta), the calculation gives -0.22 / -0.22 eV. For the frontier orbital gap (alpha / beta), the calculation gives 7.29 / 7.29 eV.

B:
An isolated molecule of C5H6N2OS2, computed with ωB97M-V with the def2-TZVPD basis set.

Geometry as XYZ:
```
16
Properties=species:S:1:pos:R:3
C -3.089 -0.311 -0.235
S -1.477 -0.357 -1.099
C -0.321 -0.925 0.379
N 0.035 0.070 1.368
C 0.466 1.030 0.725
C 1.238 1.503 -0.199
C 2.606 0.779 -0.314
O 3.684 1.270 -0.597
N 2.513 -0.509 0.154
S 1.272 -1.491 -0.472
H -2.931 -0.327 0.862
H -3.730 -1.106 -0.672
H -3.798 0.609 -0.408
H -0.893 -1.644 0.869
H 1.086 2.502 -0.678
H 3.338 -1.093 0.317
```

For the LUMO energy, the calculation gives -0.30 eV. As for the structure (SMILES): CS[C@@H]1N=C=CC(=O)NS1. For the frontier orbital gap, the calculation gives 8.81 eV.

Least stable of them? B.

A:
A cluster of 2 separate species, C2H2NO2S2 in total, computed with ωB97M-V with the def2-TZVPD basis set.

Geometry as XYZ:
```
9
Properties=species:S:1:pos:R:3
C -0.065 -1.633 0.250
C -0.182 -1.946 -1.030
N 0.176 -1.289 1.368
O -4.264 -0.984 0.593
O -3.066 -0.604 -1.487
S -3.322 1.776 0.246
S -3.184 -0.237 -0.092
H -0.589 -2.851 -1.487
H 0.175 -1.179 -1.711
```

For the LUMO energy (alpha / beta), the calculation gives 3.01 / 1.56 eV. For the frontier orbital gap (alpha / beta), the calculation gives 7.18 / 5.27 eV. The net charge is -1.

B:
The ion C2H2NO2S2 with charge -1, computed with ωB97M-V with the def2-TZVPD basis set.

Geometry as XYZ:
```
9
Properties=species:S:1:pos:R:3
C -0.735 1.738 -0.296
N 0.132 0.833 -0.115
S 1.114 0.717 1.133
S 1.923 -0.893 0.276
C 0.181 -2.040 -0.042
O -0.679 -1.795 0.705
O 0.503 -2.741 -0.979
H -1.593 1.618 -1.119
H -0.846 2.563 0.437
```

For the LUMO energy, the calculation gives 3.45 eV. As for the structure (SMILES): C=NSSC(=O)[O-]. For the frontier orbital gap, the calculation gives 6.96 eV. The net charge is -1.

Least stable of them? A.

A:
A cluster of 2 separate species, C25H36Cl2NO4Si2 in total, computed with ωB97M-V with the def2-TZVPD basis set.

Geometry as XYZ:
```
70
Properties=species:S:1:pos:R:3
C -5.687 0.872 -2.007
O -4.358 0.429 -1.768
C -3.445 1.162 -2.447
O -3.747 2.088 -3.176
C -2.037 0.663 -2.206
C -1.523 0.904 -0.795
C -0.124 0.364 -0.644
C 0.270 -0.310 0.461
N 0.643 0.783 -1.765
O 2.014 0.496 -1.562
Si 2.525 -0.738 -2.682
C 4.064 -0.090 -3.519
C 2.838 -2.211 -1.586
C 1.216 -0.987 -3.991
O 0.525 2.168 -1.787
Si 1.840 3.237 -1.457
C 2.833 3.481 -3.018
C 0.938 4.832 -1.085
C 2.831 2.630 0.003
H -6.320 0.205 -1.423
H -5.801 1.914 -1.688
H -5.923 0.807 -3.075
H -2.007 -0.414 -2.425
H -1.373 1.174 -2.899
H -1.535 1.993 -0.598
H -2.171 0.385 -0.071
H 1.287 -0.656 0.604
H -0.483 -0.478 1.225
H 4.381 -0.877 -4.222
H 3.900 0.825 -4.104
H 4.889 0.084 -2.814
H 3.065 -3.109 -2.181
H 3.696 -2.009 -0.925
H 1.970 -2.436 -0.953
H 1.698 -1.348 -4.916
H 0.464 -1.730 -3.689
H 0.707 -0.038 -4.220
H 3.421 4.409 -2.903
H 3.526 2.656 -3.224
H 2.172 3.611 -3.888
H 1.694 5.589 -0.830
H 0.370 5.185 -1.959
H 0.249 4.727 -0.235
H 3.203 3.510 0.558
H 2.224 2.032 0.696
H 3.702 2.039 -0.312
Cl 1.698 -5.254 -0.063
C 0.592 -4.375 0.904
C -0.668 -4.033 0.381
C -1.495 -3.193 1.105
C -1.075 -2.661 2.368
C -1.816 -1.590 2.921
C -1.669 -1.042 4.238
C -2.839 -0.686 4.971
C -2.755 -0.142 6.244
C -1.489 0.079 6.818
Cl -1.377 0.795 8.365
C -0.317 -0.249 6.118
C -0.406 -0.783 4.836
C 0.117 -3.188 2.949
C 0.974 -3.976 2.194
H -0.956 -4.395 -0.604
H -2.460 -2.877 0.698
H -2.700 -1.278 2.359
H -3.813 -0.861 4.508
H -3.653 0.120 6.799
H 0.654 -0.074 6.576
H 0.502 -0.965 4.261
H 0.390 -2.922 3.968
H 1.943 -4.270 2.586
```

For the LUMO energy, the calculation gives -6.07 eV. For the frontier orbital gap, the calculation gives 4.71 eV. The net charge is +1.

B:
The ion C25H36Cl2NO4Si2 with charge +1, computed with ωB97M-V with the def2-TZVPD basis set.

Geometry as XYZ:
```
70
Properties=species:S:1:pos:R:3
C -5.728 0.757 -1.907
O -4.343 0.641 -1.610
C -3.579 1.402 -2.420
O -4.012 2.098 -3.317
C -2.095 1.306 -2.073
C -1.744 1.228 -0.589
C -0.413 0.662 -0.274
C -0.246 0.140 1.134
C -0.980 -1.036 2.007
C -0.466 -2.497 1.743
C -0.870 -3.074 0.533
C -0.244 -4.205 0.022
C 0.794 -4.776 0.782
Cl 1.674 -6.053 0.094
C 1.113 -4.329 2.057
C 0.394 -3.238 2.590
C -1.182 -0.740 3.563
C -2.408 -0.400 4.161
C -2.447 0.059 5.502
C -1.246 0.061 6.227
Cl -1.265 0.602 7.846
C -0.026 -0.262 5.641
C -0.019 -0.682 4.303
N 0.418 0.718 -1.363
O 1.726 0.239 -1.130
Si 2.290 -0.947 -2.240
C 3.864 -0.370 -3.038
C 2.604 -2.354 -1.082
C 1.026 -1.201 -3.582
O 0.529 1.980 -1.977
Si 1.702 3.140 -1.399
C 2.803 3.388 -2.876
C 0.770 4.702 -1.052
C 2.489 2.437 0.131
H -6.227 0.104 -1.206
H -6.089 1.781 -1.776
H -5.952 0.450 -2.939
H -1.726 0.371 -2.523
H -1.580 2.130 -2.569
H -1.931 2.207 -0.088
H -2.491 0.524 -0.213
H 0.733 -0.322 1.304
H -0.409 1.021 1.843
H -2.023 -1.066 1.586
H -1.745 -2.677 -0.018
H -0.542 -4.660 -0.927
H 1.858 -4.876 2.650
H 0.507 -3.036 3.657
H -3.375 -0.477 3.646
H -3.378 0.362 5.988
H 0.895 -0.241 6.231
H 0.950 -1.011 3.891
H 4.453 -1.223 -3.379
H 3.595 0.235 -3.898
H 4.459 0.220 -2.344
H 2.714 -3.253 -1.692
H 3.501 -2.232 -0.475
H 1.765 -2.482 -0.401
H 1.474 -1.009 -4.559
H 0.608 -2.212 -3.589
H 0.201 -0.475 -3.459
H 3.159 4.416 -2.889
H 3.626 2.677 -2.890
H 2.176 3.192 -3.754
H 1.521 5.497 -0.915
H 0.165 4.950 -1.940
H 0.128 4.658 -0.167
H 2.828 3.341 0.665
H 1.877 1.860 0.842
H 3.390 1.859 -0.102
```

For the LUMO energy, the calculation gives -4.99 eV. As for the structure (SMILES): COC(=O)CCC(CC(c1ccc(Cl)cc1)c1ccc(Cl)cc1)=[N+](O[Si](C)(C)C)O[Si](C)(C)C. For the frontier orbital gap, the calculation gives 6.43 eV. The net charge is +1.

Least stable of them? B.

A:
A cluster of 2 separate species, C5H16N2O in total, computed with ωB97M-V with the def2-TZVPD basis set.

Geometry as XYZ:
```
24
Properties=species:S:1:pos:R:3
C -0.957 0.817 1.910
C -0.849 1.349 0.451
C -0.719 0.213 -0.578
C 0.655 -0.230 -0.974
C 1.145 -0.375 -2.179
N 1.543 -0.687 0.153
N -2.101 2.160 0.154
H -0.468 1.451 2.641
H -0.785 -0.259 1.875
H -1.963 0.861 2.354
H -0.047 2.034 0.498
H -1.137 0.661 -1.465
H -1.366 -0.614 -0.288
H 2.130 -0.778 -2.400
H 0.581 -0.236 -3.095
H 1.078 -0.800 1.048
H 1.945 -1.630 -0.105
H 2.364 -0.070 0.186
H -2.584 2.382 1.018
H -1.888 3.040 -0.319
H -2.744 1.613 -0.413
H 2.053 -3.868 0.595
H 1.833 -3.726 -0.907
O 2.282 -3.307 -0.160
```

For the LUMO energy, the calculation gives -6.52 eV. For the frontier orbital gap, the calculation gives 11.84 eV. The net charge is +2.

B:
A cluster of 2 separate species, C5H16N2O in total, computed with ωB97M-V with the def2-TZVPD basis set.

Geometry as XYZ:
```
24
Properties=species:S:1:pos:R:3
C 2.457 -2.039 1.407
C 1.221 -1.810 0.571
C 1.348 -0.645 -0.426
C 0.068 0.122 -0.680
C -0.283 1.196 0.004
N -1.569 1.878 -0.147
N 0.866 -3.118 -0.150
H 2.835 -1.078 1.718
H 2.306 -2.618 2.322
H 3.291 -2.562 0.927
H 0.358 -1.627 1.214
H 1.631 -1.016 -1.375
H 2.113 0.030 -0.047
H -0.533 -0.169 -1.520
H 0.314 1.616 0.801
H -1.941 1.804 -1.082
H -1.712 2.896 0.031
H -2.283 1.463 0.462
H -0.134 -3.137 -0.319
H 1.098 -3.906 0.461
H 1.441 -3.251 -0.984
H -3.201 4.515 -1.206
H -3.918 4.150 0.093
O -3.290 3.808 -0.560
```

For the LUMO energy, the calculation gives -6.56 eV. For the frontier orbital gap, the calculation gives 11.72 eV. The net charge is +2.

Least stable of them? A.

A:
A cluster of 3 separate species, C5H18NO2 in total, computed with ωB97M-V with the def2-TZVPD basis set.

Geometry as XYZ:
```
26
Properties=species:S:1:pos:R:3
C 1.902 1.266 -0.371
C 1.450 -0.057 0.282
C 0.311 -0.742 -0.433
C -0.061 -2.178 0.021
C -0.574 -3.076 -1.080
N 1.110 0.091 1.768
H 2.086 1.897 0.503
H 2.816 1.274 -0.945
H 1.133 1.679 -0.999
H 2.289 -0.779 0.260
H 0.612 -0.754 -1.512
H -0.602 -0.083 -0.420
H -0.917 -1.925 0.700
H 0.707 -2.707 0.587
H -0.892 -4.068 -0.815
H 0.271 -3.255 -1.790
H -1.419 -2.689 -1.632
H 1.957 -0.108 2.297
H 0.718 1.000 2.198
H 0.432 -0.589 2.090
H -1.625 2.115 2.919
H -1.698 0.565 2.756
O -1.114 1.331 2.685
H -2.593 3.402 -2.848
H -1.705 2.471 -3.775
O -2.314 2.498 -3.023
```

For the LUMO energy, the calculation gives -3.14 eV. For the frontier orbital gap, the calculation gives 10.74 eV. The net charge is +1.

B:
A cluster of 3 separate species, C5H18NO2 in total, computed with ωB97M-V with the def2-TZVPD basis set.

Geometry as XYZ:
```
26
Properties=species:S:1:pos:R:3
C -0.697 0.655 0.445
C 0.348 -0.210 1.223
C 0.953 0.756 2.231
C 1.551 -0.595 0.244
C 2.809 -1.090 0.896
N -1.608 -0.300 -0.240
H -1.142 1.359 1.120
H -0.022 1.181 -0.234
H 0.030 -1.071 1.820
H 1.887 0.359 2.644
H 0.385 0.867 3.163
H 1.057 1.787 1.940
H 1.796 0.425 -0.124
H 1.143 -1.279 -0.507
H 2.561 -1.686 1.807
H 3.607 -0.370 1.043
H 3.353 -1.861 0.308
H -2.399 -0.438 0.386
H -1.204 -1.185 -0.541
H -1.949 0.083 -1.133
H -1.707 2.402 -1.940
H -2.573 3.065 -0.831
O -2.111 2.254 -1.090
H -0.082 -2.073 -2.321
H -0.882 -2.137 -3.619
O -0.651 -1.532 -2.893
```

For the LUMO energy, the calculation gives -3.09 eV. For the frontier orbital gap, the calculation gives 11.30 eV. The net charge is +1.

Least stable of them? B.